Molecular formula: C4H11NOS
Method: DFT, ωB97M-V/def2-TZVPD

HOMO = -9.011 eV
strongest force on any atom = 1.50 eV/A
structure (SMILES) = N[C@H](CO)CCS
spin multiplicity = 1
HOMO-LUMO gap = 9.804 eV
LUMO energy = 0.79 eV
energy above the lowest of the compared OMol25 structures with the same formula, charge and spin = 33.9 kcal/mol

Geometry (Å):
N -0.335 -2.340 -0.067
C -0.139 -0.882 -0.192
C 1.323 -0.514 -0.421
O 2.210 -1.173 0.432
C -0.707 -0.179 1.055
C -1.184 1.265 0.804
S -0.576 2.113 -0.727
H -0.360 -2.613 0.899
H 0.322 -2.851 -0.635
H -0.766 -0.601 -1.036
H 1.596 -0.534 -1.485
H 1.455 0.526 -0.211
H 2.309 -2.102 0.213
H 0.149 -0.142 1.735
H -1.517 -0.813 1.414
H -2.250 1.237 0.627
H -0.908 1.890 1.633
H -1.682 2.844 -0.887

Here are the natural (NBO) charges for atoms 1 to 2, given in e: atom 1 (N): -0.85, atom 2 (C): -0.08



Molecular formula: C4H11NS
Method: DFT, ωB97M-V/def2-TZVPD

HOMO (spin up / spin down) = 1.064 / -4.871 eV
<S²> = 0.75
strongest force on any atom = 1.03 eV/A
spin multiplicity = 2
total charge = -1
HOMO-LUMO gap (spin up / spin down) = 2.441 / 8.550 eV
LUMO energy (spin up / spin down) = 3.51 / 3.68 eV
energy above the lowest of the compared OMol25 structures with the same formula, charge and spin = 42.4 kcal/mol

Geometry (Å):
C 2.522 -0.705 -1.297
C 1.158 -0.793 -0.610
S 1.255 -1.866 0.869
H 2.992 0.256 -1.062
H 3.203 -1.491 -0.985
H 2.432 -0.792 -2.375
H 0.855 0.167 -0.207
H 0.349 -1.117 -1.251
C -1.861 1.334 0.540
C -1.308 1.423 1.757
N -2.034 0.246 -0.310
H -2.165 2.300 0.168
H -1.292 2.376 2.268
H -0.928 0.592 2.312
H -2.408 -0.566 0.176
H -0.088 -1.859 1.063
H -2.682 0.496 -1.057

Here are the natural (NBO) charges for atoms 1 to 2, given in e: atom 1 (C): -0.64, atom 2 (C): -0.56



Molecular formula: C4H11NS
Method: DFT, ωB97M-V/def2-TZVPD

HOMO = -7.878 eV
strongest force on any atom = 3.33 eV/A
structure (SMILES) = C=CN.CCS
spin multiplicity = 1
HOMO-LUMO gap = 8.829 eV
LUMO energy = 0.95 eV
energy above the lowest of the compared OMol25 structures with the same formula, charge and spin = 45.9 kcal/mol

Geometry (Å):
C -3.580 1.817 1.626
C -2.373 2.013 0.992
N -1.094 1.686 1.412
H -4.332 2.496 1.247
H -3.715 0.948 2.386
H -2.201 2.632 0.038
H -0.960 1.768 2.436
H -0.352 1.620 0.729
C 2.540 -2.710 -0.985
C 2.350 -1.219 -0.522
S 0.734 -0.512 -1.131
H 1.689 -3.313 -0.752
H 2.841 -2.847 -2.002
H 3.286 -3.015 -0.191
H 2.334 -1.219 0.574
H 3.220 -0.583 -0.916
H 0.485 -1.507 -2.003

Here are the natural (NBO) charges for atoms 1 to 2, given in e: atom 1 (C): -0.57, atom 2 (C): 0.03



Molecular formula: C4H11NS
Method: DFT, ωB97M-V/def2-TZVPD

HOMO = -8.503 eV
strongest force on any atom = 2.16 eV/A
structure (SMILES) = C=NC.CSC
spin multiplicity = 1
HOMO-LUMO gap = 9.392 eV
LUMO energy = 0.89 eV
energy above the lowest of the compared OMol25 structures with the same formula, charge and spin = 45.3 kcal/mol

Geometry (Å):
C 0.976 -0.623 2.064
N 1.882 -1.507 2.127
C 1.351 -2.879 2.174
H 1.288 0.368 1.735
H 0.023 -0.724 2.592
H 0.532 -3.014 2.887
H 2.172 -3.585 2.275
H 0.938 -3.137 1.195
C -1.541 2.955 -2.052
S -0.558 2.027 -0.859
C -0.455 0.404 -1.677
H -2.440 2.357 -2.239
H -1.092 3.103 -3.031
H -1.944 3.837 -1.565
H -0.270 -0.305 -0.880
H -1.271 0.373 -2.397
H 0.407 0.350 -2.351

Here are the natural (NBO) charges for atoms 1 to 2, given in e: atom 1 (C): -0.07, atom 2 (N): -0.38



Molecular formula: C4H11NS
Method: DFT, ωB97M-V/def2-TZVPD

HOMO = -8.438 eV
strongest force on any atom = 1.81 eV/A
structure (SMILES) = CCSCNC
spin multiplicity = 1
HOMO-LUMO gap = 9.471 eV
LUMO energy = 1.03 eV
energy above the lowest of the compared OMol25 structures with the same formula, charge and spin = 11.8 kcal/mol

Geometry (Å):
C -0.322 -2.431 -0.240
C -0.473 -1.256 -1.184
S 0.972 -0.127 -1.248
C 1.027 0.390 0.515
N -0.133 1.194 0.836
C -0.211 2.542 0.339
H -0.485 -2.109 0.788
H 0.645 -2.931 -0.217
H -1.066 -3.204 -0.438
H -1.318 -0.597 -0.995
H -0.568 -1.540 -2.233
H 1.958 0.952 0.630
H 1.036 -0.535 1.073
H -0.382 1.017 1.803
H 0.686 3.107 0.644
H -1.118 3.030 0.680
H -0.248 2.495 -0.750

Here are the natural (NBO) charges for atoms 1 to 2, given in e: atom 1 (C): -0.63, atom 2 (C): -0.52



Molecular formula: C4H11NS2
Method: DFT, ωB97M-V/def2-TZVPD

HOMO (spin up / spin down) = -13.064 / -12.985 eV
<S²> = 0.75
strongest force on any atom = 3.98 eV/A
spin multiplicity = 2
total charge = +1
HOMO-LUMO gap (spin up / spin down) = 10.008 / 4.863 eV
LUMO energy (spin up / spin down) = -3.06 / -8.12 eV
energy above the lowest of the compared OMol25 structures with the same formula, charge and spin = 24.0 kcal/mol

Geometry (Å):
S 4.109 -0.338 0.047
S 2.539 -1.671 0.378
C 1.389 -0.581 1.503
C 0.544 0.386 0.781
N -0.531 -0.237 0.110
C -1.534 0.723 -0.525
C -2.572 -0.094 -1.368
H 3.722 0.042 -1.193
H 0.887 -1.244 2.171
H 2.200 -0.030 2.042
H 0.001 0.987 1.577
H 1.225 1.108 0.234
H -0.230 -1.039 -0.502
H -0.937 1.503 -1.080
H -2.135 1.119 0.310
H -3.080 -0.772 -0.648
H -3.304 0.701 -1.529
H -2.293 -0.562 -2.310

Here are the natural (NBO) charges for atoms 1 to 2, given in e: atom 1 (S): -0.08, atom 2 (S): 0.07



Molecular formula: C4H11O2P
Method: DFT, ωB97M-V/def2-TZVPD

HOMO (spin up / spin down) = -7.490 / -7.493 eV
strongest force on any atom = 3.37 eV/A
spin multiplicity = 1
HOMO-LUMO gap (spin up / spin down) = 8.366 / 8.369 eV
LUMO energy (spin up / spin down) = 0.88 / 0.88 eV
energy above the lowest of the compared OMol25 structures with the same formula, charge and spin = 94.6 kcal/mol

Geometry (Å):
C -0.351 -1.809 1.365
C -2.213 0.510 -0.301
C 1.472 1.715 -0.110
C 0.042 -0.158 -0.395
O -1.153 -0.090 -1.027
O 0.404 0.910 0.366
P 1.164 -1.328 -1.187
H 0.596 -2.310 1.460
H -1.151 -2.400 0.964
H -0.602 -1.142 2.169
H -3.061 0.560 -0.978
H -1.938 1.512 0.037
H -2.454 -0.106 0.569
H 1.269 2.073 -1.125
H 2.423 1.168 -0.096
H 1.526 2.561 0.577
H 2.167 -1.201 -0.231
H 1.858 -0.464 -2.057

Here are the natural (NBO) charges for atoms 1 to 2, given in e: atom 1 (C): -0.71, atom 2 (C): -0.26



Molecular formula: C4H11O2S2
Method: DFT, ωB97M-V/def2-TZVPD

HOMO (spin up / spin down) = -8.415 / -8.412 eV
<S²> = 0.76
strongest force on any atom = 3.68 eV/A
spin multiplicity = 2
HOMO-LUMO gap (spin up / spin down) = 9.119 / 5.357 eV
LUMO energy (spin up / spin down) = 0.70 / -3.05 eV
energy above the lowest of the compared OMol25 structures with the same formula, charge and spin = 0.0 kcal/mol

Geometry (Å):
C -0.036 0.095 0.761
C 0.606 -0.453 2.119
O 1.791 -1.011 1.799
C -1.628 0.477 0.890
S -2.543 1.327 -0.578
S -2.294 0.072 -2.111
C -0.501 0.031 -2.689
H 0.451 0.924 0.249
H 0.033 -0.722 0.049
H -0.040 -1.345 2.425
H 0.731 0.335 2.938
H -2.132 -0.432 0.965
H -1.929 1.049 1.726
H -0.373 -0.361 -3.716
H 0.326 -0.636 -2.142
H -0.190 0.983 -2.472
H 3.163 0.461 -0.332
H 2.191 -0.710 0.556
O 2.373 -0.084 -0.438

Here are the natural (NBO) charges for atoms 1 to 2, given in e: atom 1 (C): -0.43, atom 2 (C): -0.11